# 1
Formula: C23H31N9S3W
Source: the Open Molecules 2025 dataset
Level of theory: ωB97M-V/def2-TZVPD

Properties
- Charge: +4
- Lowest unoccupied orbital energy: -0.534 Ha
- Kohn-Sham gap: 3.6 eV

Last column: Löwdin charge in e.
Atoms and positions in Å:
W 0.25 0.00 -0.18  1.250
C -3.59 -3.50 0.13  0.006
N -2.16 -3.74 0.07  -0.044
C -1.74 -5.15 0.02  -0.047
C -0.21 -5.08 -0.10  -0.045
N 0.02 -3.64 -0.22  -0.070
C 1.34 -3.09 -0.27  -0.060
C -1.11 -2.93 -0.07  -0.263
N -1.02 -1.57 -0.08  -0.107
C -2.12 -0.75 0.45  -0.219
C -2.25 0.72 -0.08  -0.188
N -1.03 1.56 -0.05  -0.113
C -1.14 2.93 -0.02  -0.249
N -0.04 3.68 0.01  -0.074
C 1.33 3.27 0.05  -0.025
C -0.34 5.11 -0.02  -0.048
C -1.87 5.12 0.00  -0.046
N -2.24 3.70 -0.02  -0.044
C -3.65 3.40 0.06  0.003
H -4.08 -4.47 0.16  0.121
H -3.96 -2.99 -0.76  0.110
H -3.88 -2.96 1.03  0.111
H -2.21 -5.64 -0.83  0.152
H -2.07 -5.66 0.93  0.154
H 0.16 -5.60 -0.99  0.152
H 0.30 -5.47 0.78  0.153
H 2.06 -3.91 -0.32  0.130
H 1.56 -2.50 0.64  0.058
H 1.49 -2.47 -1.18  0.066
H -2.06 -0.73 1.56  0.102
H -3.09 -1.20 0.21  0.117
H -3.02 1.17 0.56  0.126
H -2.64 0.69 -1.11  0.133
H 1.40 2.21 0.39  -0.028
H 1.87 3.90 0.77  0.128
H 1.82 3.39 -0.92  0.120
H 0.08 5.57 -0.92  0.152
H 0.10 5.61 0.85  0.151
H -2.30 5.62 -0.88  0.153
H -2.28 5.60 0.90  0.155
H -4.19 4.34 -0.07  0.120
H -3.93 3.01 1.03  0.116
H -3.98 2.74 -0.74  0.104
S 2.89 -0.12 4.15  1.097
C 1.68 -0.05 3.23  -1.168
S 0.26 0.04 2.46  0.695
S 2.43 0.00 -0.23  0.457
N -4.54 -1.83 -9.79  0.241
C -3.89 -1.56 -8.89  -0.149
C -3.08 -1.22 -7.77  -0.179
C -1.79 -0.72 -7.95  0.037
C -1.02 -0.40 -6.85  0.026
C -1.51 -0.57 -5.56  -0.166
C -2.81 -1.07 -5.39  -0.001
C -3.59 -1.39 -6.48  0.020
N -0.71 -0.24 -4.43  0.038
C 0.52 0.37 -4.47  0.036
C 0.94 0.52 -3.19  -0.104
N -0.03 0.02 -2.33  -0.131
C -1.01 -0.43 -3.14  -0.091
H -1.40 -0.59 -8.95  0.146
H -0.02 -0.03 -7.03  0.115
H -3.23 -1.20 -4.41  0.100
H -4.59 -1.79 -6.34  0.140
H 1.02 0.65 -5.38  0.147
H 1.86 0.95 -2.83  0.094
H -1.91 -0.89 -2.79  0.130

=====

# 2
Formula: C23H32BF4I2N2OPtSi3
Source: the Open Molecules 2025 dataset
Level of theory: ωB97M-V/def2-TZVPD

Properties
- Charge: -1
- Lowest unoccupied orbital energy (spin up / spin down): 0.074 / 0.076 Ha
- Kohn-Sham gap (spin up / spin down): 6.9 / 7.0 eV
- Energy relative to the best compared isomer or geometry (same formula, charge and spin): 50.9 kcal per mole

Last column: Löwdin charge in e.
Atoms and positions in Å:
Pt -0.29 0.16 0.35  1.040
I 4.30 1.57 2.67  0.860
C 2.36 1.67 3.47  -0.632
C 2.14 2.24 4.71  -0.240
C 0.87 2.27 5.23  -0.661
I 0.62 3.11 7.16  0.833
C -0.23 1.75 4.52  -0.208
C -1.57 1.75 4.96  -0.039
C -2.56 1.25 4.16  -0.039
C -2.22 0.76 2.89  -0.128
N -0.98 0.72 2.46  0.007
C 0.02 1.19 3.24  -0.132
C 1.35 1.07 2.70  -0.457
O 1.58 0.46 1.60  -0.221
H 2.96 2.67 5.26  0.073
H -1.81 2.18 5.93  0.057
H -3.59 1.24 4.48  0.106
H -2.99 0.42 2.20  0.117
C -2.98 0.30 -1.47  -0.172
Si -1.63 -0.85 -2.14  0.397
C -1.81 -0.96 -4.03  -0.179
C -2.11 -2.60 -1.54  -0.186
C 0.13 -0.34 -1.69  -0.584
Si 0.81 1.22 -2.50  0.419
C 1.95 2.20 -1.34  -0.163
C 1.84 0.70 -4.01  -0.183
C -0.51 2.40 -3.14  -0.160
Si 1.37 -1.70 -1.40  0.462
C 1.51 -3.00 -2.77  -0.169
C 3.12 -1.19 -0.91  -0.160
C 0.79 -2.63 0.17  -0.282
C 1.36 -3.81 0.64  -0.056
C 0.97 -4.34 1.86  -0.060
C 0.00 -3.67 2.59  -0.054
C -0.55 -2.52 2.07  -0.118
N -0.17 -2.01 0.89  -0.049
H -3.97 -0.12 -1.65  0.033
H -2.93 1.29 -1.93  0.022
H -2.87 0.46 -0.40  0.002
H -2.81 -1.31 -4.30  0.024
H -1.08 -1.66 -4.45  0.022
H -1.65 0.01 -4.50  0.005
H -3.02 -2.93 -2.06  0.027
H -2.31 -2.62 -0.47  0.013
H -1.33 -3.33 -1.74  0.008
H 2.91 1.70 -1.18  0.020
H 1.47 2.34 -0.37  0.011
H 2.15 3.19 -1.75  0.036
H 2.67 0.04 -3.74  0.006
H 2.27 1.58 -4.51  0.025
H 1.22 0.17 -4.74  0.022
H -1.19 2.72 -2.34  0.014
H -1.11 1.96 -3.95  0.014
H -0.03 3.31 -3.53  0.036
H 1.83 -2.52 -3.70  0.024
H 0.57 -3.51 -2.96  0.015
H 2.26 -3.76 -2.52  0.022
H 3.64 -0.66 -1.72  0.022
H 3.71 -2.07 -0.65  0.030
H 3.08 -0.53 -0.04  0.007
H 2.12 -4.29 0.04  0.104
H 1.41 -5.26 2.23  0.104
H -0.34 -4.04 3.55  0.103
H -1.33 -1.98 2.59  0.105
F -2.39 3.70 1.62  0.104
B -1.90 3.66 0.31  -1.236
F -1.10 4.77 0.03  0.118
F -2.94 3.55 -0.61  0.100
F -1.07 2.47 0.20  -0.006

=====

# 3
Formula: C23H32CrF6N6O11P2S3Se
Source: the Open Molecules 2025 dataset
Level of theory: ωB97M-V/def2-TZVPD

Properties
- 2S+1: 2
- Charge: -1
- Expectation value of S²: 0.7936
- Lowest unoccupied orbital energy (spin up / spin down): 0.078 / 0.082 Ha
- Kohn-Sham gap (spin up / spin down): 8.0 / 8.0 eV
- Energy relative to the best compared isomer or geometry (same formula, charge and spin): 0.0 kcal per mole

Last column: Löwdin charge in e.
Atoms and positions in Å:
Cr 0.62 0.80 -0.51  0.826
S 3.44 4.31 -0.93  1.153
C 4.31 2.83 -1.15  -0.451
C 5.65 2.62 -1.44  -0.083
C 6.10 1.32 -1.56  -0.091
C 5.23 0.24 -1.37  -0.072
C 3.89 0.45 -1.09  0.002
C 3.43 1.76 -0.98  -0.293
N 2.13 2.13 -0.70  0.006
C 1.98 3.43 -0.61  -0.443
C 0.75 4.10 -0.24  -0.133
C 0.75 5.48 0.04  -0.056
C -0.39 6.13 0.44  -0.090
C -1.57 5.41 0.59  -0.068
C -1.61 4.07 0.31  0.007
C -0.46 3.40 -0.11  -0.278
H 6.32 3.46 -1.59  0.105
H 7.14 1.14 -1.79  0.097
H 5.60 -0.77 -1.47  0.101
H 3.21 -0.38 -0.96  0.100
H 1.68 6.04 -0.06  0.082
H -0.35 7.19 0.66  0.097
H -2.47 5.91 0.93  0.104
H -2.51 3.48 0.43  0.121
C 1.02 -4.04 0.80  -0.106
N 0.03 -3.49 1.71  -0.285
C 0.59 -3.05 2.99  -0.093
P -1.32 -2.68 1.25  0.469
O -1.44 -1.30 1.74  -0.285
O -1.34 -2.81 -0.37  -0.252
P -0.52 -1.81 -1.36  0.536
O 0.47 -1.17 -0.41  -0.341
N 0.20 -2.79 -2.44  -0.277
C -0.64 -3.72 -3.20  -0.094
C 1.49 -2.48 -3.05  -0.069
N -1.77 -1.03 -2.03  -0.268
C -1.78 -0.62 -3.43  -0.087
C -2.65 -0.22 -1.19  -0.053
N -2.62 -3.59 1.71  -0.291
C -3.92 -2.94 1.82  -0.087
C -2.66 -4.99 1.35  -0.114
H 1.56 -4.84 1.30  0.083
H 1.74 -3.28 0.47  0.082
H 0.54 -4.45 -0.09  0.072
H 1.11 -3.88 3.47  0.082
H -0.21 -2.70 3.64  0.085
H 1.29 -2.22 2.85  0.080
H -1.59 -3.86 -2.70  0.079
H -0.13 -4.68 -3.27  0.084
H -0.82 -3.35 -4.21  0.087
H 2.06 -1.84 -2.39  0.064
H 1.36 -1.94 -3.99  0.080
H 2.02 -3.41 -3.22  0.086
H -0.92 -1.01 -3.97  0.054
H -1.73 0.47 -3.50  0.071
H -2.70 -0.97 -3.90  0.092
H -2.62 -0.52 -0.14  0.058
H -3.68 -0.32 -1.55  0.096
H -2.36 0.83 -1.24  0.083
H -3.79 -1.90 2.08  0.071
H -4.50 -3.44 2.59  0.083
H -4.48 -3.01 0.87  0.086
H -1.66 -5.41 1.35  0.071
H -3.12 -5.15 0.36  0.082
H -3.26 -5.54 2.09  0.081
O 2.38 2.08 -3.55  -0.440
Se 0.92 1.41 -3.67  0.813
O 0.76 0.41 -4.93  -0.476
O 0.78 0.30 -2.30  -0.560
O -0.29 2.46 -3.49  -0.452
F 1.38 3.14 3.05  0.140
C 1.33 1.97 3.67  -0.740
F 2.58 1.50 3.79  0.107
F 0.84 2.14 4.90  0.115
S 0.29 0.73 2.75  0.997
O -0.57 2.10 -0.41  -0.177
O 1.05 0.85 1.45  -0.529
N -1.02 1.62 2.65  -0.378
S -2.44 1.12 3.14  0.544
O -3.40 1.06 2.08  -0.291
O -2.42 0.08 4.14  -0.304
C -2.96 2.62 4.09  -0.680
F -3.10 3.68 3.29  0.125
F -2.08 2.92 5.04  0.123
F -4.14 2.38 4.66  0.122

=====

# 4
Formula: C23H32F6N9O6PdS3
Source: the Open Molecules 2025 dataset
Level of theory: ωB97M-V/def2-TZVPD

Properties
- Charge: +1
- Lowest unoccupied orbital energy: -0.115 Ha
- Kohn-Sham gap: 8.1 eV
- Energy relative to the best compared isomer or geometry (same formula, charge and spin): 28.4 kcal per mole

Last column: Löwdin charge in e.
Atoms and positions in Å:
Pd -0.46 -0.97 -0.22  0.813
F -3.41 -0.85 4.35  0.152
C -3.53 -1.06 3.04  -0.674
F -4.60 -1.80 2.80  0.167
F -3.66 0.12 2.43  0.133
S -2.00 -1.91 2.44  0.570
O -0.96 -0.94 2.66  -0.313
O -1.92 -3.17 3.09  -0.239
N -2.30 -1.99 0.87  -0.333
S -2.57 -3.51 0.27  0.604
O -1.36 -4.03 -0.25  -0.274
O -3.41 -4.34 1.05  -0.233
C -3.57 -2.97 -1.18  -0.672
F -2.85 -2.15 -1.98  0.100
F -4.68 -2.35 -0.82  0.164
F -3.88 -4.06 -1.89  0.142
C 2.67 -3.74 1.94  -0.058
C 1.74 -2.65 1.45  -0.233
N 2.20 -1.34 1.92  0.050
C 2.25 -0.21 1.26  -0.722
S 1.60 0.08 -0.34  0.757
N 2.86 0.85 1.80  -0.006
C 3.63 0.85 3.05  -0.217
C 4.97 0.16 2.93  -0.069
H 2.29 -4.71 1.61  0.085
H 2.73 -3.76 3.03  0.082
H 3.68 -3.60 1.54  0.079
H 0.72 -2.82 1.82  0.098
H 1.70 -2.62 0.36  0.073
H 2.46 -1.31 2.89  0.142
H 2.79 1.70 1.28  0.119
H 3.01 0.42 3.85  0.119
H 3.76 1.90 3.32  0.126
H 4.87 -0.89 2.64  0.066
H 5.49 0.19 3.89  0.084
H 5.60 0.65 2.19  0.083
O 0.38 -2.49 -1.28  -0.188
C 0.13 -2.28 -2.50  -0.635
O -0.38 -1.29 -3.04  0.008
C 0.49 -3.47 -3.39  -0.141
N 0.10 -3.04 -4.79  0.092
C 1.37 -2.93 -5.60  -0.094
C 2.28 -3.95 -4.95  -0.144
C 1.99 -3.77 -3.45  -0.100
H -0.11 -4.33 -3.11  0.170
H -0.35 -2.12 -4.62  0.148
H -0.56 -3.68 -5.21  0.185
H 1.73 -1.91 -5.46  0.141
H 1.15 -3.10 -6.65  0.133
H 3.33 -3.78 -5.20  0.125
H 2.02 -4.96 -5.28  0.124
H 2.56 -2.93 -3.04  0.130
H 2.23 -4.65 -2.86  0.130
C -0.39 1.93 2.23  0.005
C -1.37 1.73 1.13  -0.320
N -1.37 0.77 0.22  -0.053
C -2.40 1.03 -0.67  -0.090
C -3.02 2.16 -0.28  -0.036
N -2.37 2.59 0.86  -0.002
C -2.66 3.81 1.59  -0.057
N -1.63 4.79 1.44  -0.058
N -0.80 5.06 2.48  0.050
N 0.09 5.89 2.12  0.080
C -0.12 6.20 0.79  -0.226
C 0.59 7.06 -0.07  -0.006
C 0.14 7.15 -1.36  -0.076
C -0.98 6.42 -1.81  -0.072
C -1.68 5.57 -0.98  -0.009
C -1.22 5.48 0.33  -0.164
H 0.15 1.01 2.41  0.045
H -0.89 2.23 3.15  0.097
H 0.30 2.73 1.97  0.083
H -2.61 0.38 -1.50  0.107
H -3.87 2.69 -0.68  0.128
H -2.74 3.61 2.66  0.144
H -3.61 4.19 1.22  0.148
H 1.44 7.62 0.29  0.117
H 0.64 7.81 -2.06  0.107
H -1.30 6.53 -2.84  0.109
H -2.54 5.02 -1.34  0.102

=====

# 5
Formula: C23H32FN3O4S
Source: the Open Molecules 2025 dataset
Level of theory: ωB97M-V/def2-TZVPD

Properties
- Lowest unoccupied orbital energy: 0.012 Ha
- Structure (SMILES): Cc1oc(-c2ccccc2F)nc1CS(=O)(=O)CC(=O)NCCCN(C)C1CCCCC1
- Kohn-Sham gap: 8.3 eV
- Energy relative to the best compared isomer or geometry (same formula, charge and spin): 24.7 kcal per mole

Last column: Löwdin charge in e.
Atoms and positions in Å:
C 1.94 3.73 0.88  0.025
C 1.20 2.94 -0.12  -0.234
C 1.61 2.05 -1.08  -0.280
N 0.51 1.56 -1.72  0.210
C -0.51 2.15 -1.16  -0.284
C -1.89 1.92 -1.50  -0.090
C -2.21 0.96 -2.47  -0.022
C -3.52 0.69 -2.79  -0.081
C -4.55 1.36 -2.14  -0.071
C -4.26 2.32 -1.19  -0.002
C -2.95 2.59 -0.88  -0.214
F -2.69 3.53 0.05  0.087
H -5.05 2.86 -0.68  0.120
H -5.58 1.14 -2.39  0.106
H -3.75 -0.06 -3.53  0.106
H -1.39 0.45 -2.95  0.112
O -0.14 3.00 -0.19  0.125
C 2.97 1.58 -1.39  -0.113
H 3.70 2.38 -1.44  0.117
H 2.98 0.98 -2.30  0.103
S 3.53 0.50 -0.01  0.696
O 2.39 -0.08 0.65  -0.320
O 4.43 1.26 0.82  -0.315
C 4.45 -0.86 -0.82  -0.109
C 3.50 -1.47 -1.84  -0.566
O 3.68 -1.35 -3.04  0.061
N 2.46 -2.10 -1.28  0.071
H 2.30 -1.96 -0.29  0.106
C 1.32 -2.55 -2.05  -0.159
C 0.01 -2.10 -1.40  -0.156
H -0.80 -2.25 -2.10  0.110
H 0.08 -1.04 -1.16  0.087
C -0.27 -2.93 -0.12  -0.189
N -1.39 -2.55 0.70  -0.186
C -2.64 -2.49 -0.02  -0.087
H -2.75 -3.41 -0.61  0.088
H -3.46 -2.45 0.69  0.088
H -2.74 -1.63 -0.70  0.069
C -1.24 -1.51 1.70  -0.315
C -0.10 -1.81 2.68  -0.152
C -0.17 -0.84 3.86  -0.193
C -0.04 0.60 3.36  -0.199
C -1.13 0.91 2.34  -0.181
C -1.05 -0.07 1.18  -0.143
H -0.07 0.02 0.72  0.091
H -1.82 0.15 0.44  0.102
H -1.03 1.93 1.98  0.095
H -2.11 0.83 2.82  0.118
H -0.09 1.30 4.20  0.109
H 0.94 0.72 2.88  0.104
H 0.63 -1.06 4.57  0.109
H -1.12 -0.96 4.38  0.113
H -0.18 -2.84 3.03  0.121
H 0.86 -1.67 2.19  0.096
H -2.18 -1.53 2.27  0.147
H -0.43 -3.97 -0.43  0.125
H 0.62 -2.92 0.52  0.104
H 1.34 -3.65 -2.13  0.125
H 1.42 -2.14 -3.06  0.123
H 5.32 -0.43 -1.29  0.116
H 4.73 -1.56 -0.03  0.117
H 2.23 4.70 0.47  0.093
H 1.31 3.90 1.75  0.094
H 2.84 3.20 1.18  0.073

=====

# 6
Formula: C23H32GeIN8SSe5TeTi
Source: the Open Molecules 2025 dataset
Level of theory: ωB97M-V/def2-TZVPD

Properties
- 2S+1: 3
- Charge: -1
- Expectation value of S²: 2.0200
- Lowest unoccupied orbital energy (spin up / spin down): 0.059 / 0.042 Ha
- Kohn-Sham gap (spin up / spin down): 3.8 / 3.3 eV
- Energy relative to the best compared isomer or geometry (same formula, charge and spin): 39.6 kcal per mole

Last column: Löwdin charge in e.
Atoms and positions in Å:
Ti -0.95 -0.41 -1.09  0.406
N -1.12 -3.67 1.77  0.072
C -0.96 -2.86 0.67  -0.816
S -0.89 -1.17 1.16  0.519
N -0.79 -3.29 -0.56  -0.018
N -0.64 -2.28 -1.50  -0.234
C -0.55 -2.55 -2.84  -0.088
C -0.44 -1.48 -3.79  -0.285
C -0.40 -1.71 -5.19  -0.038
C -0.45 -0.67 -6.09  -0.096
C -0.46 0.65 -5.62  -0.086
C -0.45 0.83 -4.22  -0.158
N -0.51 -0.18 -3.34  -0.017
H -1.03 -3.31 2.70  0.071
H -1.15 -4.67 1.66  0.097
H -0.41 -3.62 -3.10  0.121
H -0.36 -2.77 -5.46  0.110
H -0.42 -0.93 -7.15  0.102
H -0.54 1.50 -6.29  0.095
H -0.38 1.83 -3.78  0.101
Se -2.31 1.50 3.70  -0.420
Se -2.82 3.43 2.84  -0.368
Te 0.34 1.64 3.89  0.059
Se 0.81 -0.75 4.12  -0.382
C -5.39 3.24 0.18  -0.045
N -4.63 3.22 -1.05  -0.043
C -3.55 2.38 -1.35  -0.546
Se -3.09 0.62 -0.56  0.654
N -2.89 2.93 -2.36  0.118
C -3.44 4.28 -2.69  -0.094
C -2.98 5.45 -3.30  -0.034
C -3.52 6.69 -2.96  -0.080
C -4.67 6.75 -2.15  -0.067
C -5.17 5.58 -1.61  -0.025
C -4.54 4.39 -1.82  -0.174
H -4.78 3.48 1.06  -0.020
H -5.98 2.32 0.35  0.103
H -6.15 4.00 0.05  0.062
H -2.24 2.43 -2.98  0.121
H -2.18 5.47 -4.05  0.115
H -3.04 7.55 -3.37  0.097
H -5.13 7.69 -1.89  0.108
H -6.12 5.58 -1.01  0.129
I 4.71 2.24 -0.76  0.849
C 2.71 1.85 -0.42  -0.743
C 1.68 2.71 0.07  -0.108
N 0.50 2.09 -0.15  0.040
N 0.68 0.88 -0.78  -0.106
C 2.04 0.73 -0.92  -0.158
H 1.73 3.70 0.46  0.118
H -0.42 2.39 0.20  0.138
H 2.55 -0.07 -1.45  0.119
C 5.67 -4.34 4.53  -0.218
Ge 4.02 -3.21 4.28  0.750
C 4.36 -1.42 3.48  -0.285
C 3.02 -3.08 6.00  -0.248
C 2.78 -4.28 3.18  -0.587
Se 2.64 -3.38 1.43  0.823
C 3.24 -4.85 0.28  -0.450
H 6.44 -3.97 5.17  -0.007
H 6.07 -4.67 3.55  0.013
H 5.22 -5.24 4.92  -0.011
H 4.85 -0.82 4.25  0.011
H 3.40 -0.95 3.21  -0.070
H 5.01 -1.46 2.62  -0.010
H 3.06 -4.03 6.53  0.001
H 1.97 -2.75 5.89  -0.037
H 3.54 -2.35 6.65  0.015
H 1.76 -4.12 3.53  -0.013
H 3.08 -5.32 3.09  0.013
H 2.47 -5.64 0.18  0.022
H 4.15 -5.31 0.71  0.008
H 3.43 -4.44 -0.73  0.006